(1)
Formula: C37H41BiF5N6OSe2Te
Source: the Open Molecules 2025 dataset
Level of theory: the ωB97M-V functional and the def2-TZVPD basis

Calculated values
Lowest unoccupied orbital energy ... -3.08 eV
Max |F| ... 2.31 eV Å⁻¹
DFT total energy ... -207430.3866 eV
HOMO level ... -11.17 eV
HOMO-LUMO gap ... 8.088 eV
Charge ... +1

The geometry in XYZ format:
```
94
C37H41BiF5N6OSe2Te, DFT the ωB97M-V functional and the def2-TZVPD basis
Bi -0.36553 1.14859 1.09882
C -0.74405 -5.38239 0.98969
C -0.47071 -5.30222 -0.49024
C -0.76076 -6.36574 -1.33783
C -0.50558 -6.29731 -2.70073
C 0.06642 -5.15496 -3.23830
C 0.38064 -4.08613 -2.41085
C 0.09694 -4.15623 -1.05381
N 0.42771 -3.08464 -0.16719
C -0.00914 -1.80508 -0.19156
N -0.80730 -1.49632 -1.22892
C -1.58532 -0.35703 -1.53076
C -1.55152 0.80931 -0.77762
C -2.40548 1.85336 -1.13735
C -3.24220 1.75778 -2.23097
C -3.24303 0.58689 -2.98014
C -2.43660 -0.48757 -2.64472
C -2.49499 -1.76669 -3.44238
N 0.31537 -0.96719 0.80871
C 1.15113 -1.56740 1.83439
C 0.52803 -2.09697 2.95549
C 1.26612 -2.78685 3.90236
C 2.63102 -2.94346 3.71603
C 3.24888 -2.39464 2.60180
C 2.52866 -1.69606 1.63733
C 3.21021 -1.14227 0.41455
H -1.33492 -6.26719 1.21906
H -1.28668 -4.50344 1.34392
H 0.18625 -5.44625 1.56322
H -1.19966 -7.26416 -0.91785
H -0.74557 -7.13938 -3.33772
H 0.29511 -5.09707 -4.29569
H 0.86358 -3.21073 -2.82867
H 0.91536 -3.34337 0.67740
H -0.92565 -2.26297 -1.87345
H -2.39818 2.77674 -0.55673
H -3.89454 2.57954 -2.49778
H -3.89860 0.50041 -3.83910
H -3.27131 -1.69934 -4.20215
H -2.73413 -2.62740 -2.80868
H -1.54870 -1.97778 -3.95124
H -0.54167 -1.96176 3.07560
H 0.78103 -3.18606 4.78390
H 3.22137 -3.48115 4.44735
H 4.32212 -2.49442 2.47905
H 4.29130 -1.19824 0.52986
H 2.93944 -0.09758 0.25751
H 2.93785 -1.71111 -0.48062
C -3.47655 -0.48869 3.74076
Se -3.26727 0.75023 2.25134
C -3.12668 2.40026 3.31751
C -2.00914 2.47710 4.35693
Se -0.37567 3.40167 3.76053
C -0.03389 4.35384 5.41026
H -4.25267 -0.10673 4.39778
H -2.53713 -0.61240 4.27254
H -3.79484 -1.43545 3.31240
H -4.09182 2.47756 3.81403
H -3.07154 3.20881 2.58885
H -1.70460 1.50465 4.72875
H -2.35078 3.06859 5.20465
H 0.10436 3.63721 6.21022
H -0.87499 5.01640 5.59382
H 0.87689 4.92190 5.26009
C 2.18886 4.86737 -0.27586
C 1.49370 3.85902 0.35371
N 0.65934 3.03130 -0.30597
C 0.49315 3.22080 -1.62476
C 1.12833 4.23637 -2.33176
C 1.99584 5.06263 -1.62940
C 0.83867 4.56028 -3.74831
C 0.73146 3.80478 -4.84100
C 0.95993 2.36346 -5.03544
C 0.51993 1.76857 -6.21326
C 0.73282 0.41268 -6.35967
N 1.35440 -0.31202 -5.43238
C 1.77398 0.35500 -4.36002
N 1.60701 1.64586 -4.11027
H 2.85222 5.49420 0.30460
H 1.59880 3.72424 1.41419
H -0.20883 2.56709 -2.12115
H 2.51181 5.86124 -2.15073
H 0.67688 5.62371 -3.90159
H 0.45485 4.32140 -5.75468
H 0.02514 2.34690 -6.98263
H 0.39868 -0.11817 -7.24519
H 2.31773 -0.21567 -3.60982
F 2.54754 0.00949 4.32742
Te 1.96814 1.67354 3.67611
F 1.84715 2.08652 5.49693
F 2.24079 3.60241 3.51445
F 3.83119 1.88166 3.70514
F 0.30816 0.63190 3.94368
O 1.93592 1.35241 1.89419
```

=====

(2)
Formula: C13H21CuN6O4
Source: the Open Molecules 2025 dataset
Level of theory: the ωB97M-V functional and the def2-TZVPD basis

Calculated values
Lowest unoccupied orbital energy (alpha / beta) ... -2.45 / -4.76 eV
Relative energy (zero: lowest compared OMol25 entry of this formula, charge and spin) ... 31.1 kJ/mol
Max |F| ... 0.54 eV Å⁻¹
DFT total energy ... -75588.5118 eV
HOMO level (alpha / beta) ... -12.61 / -12.61 eV
HOMO-LUMO gap (alpha / beta) ... 10.166 / 7.854 eV
Charge ... +1
2S+1 ... 2

The geometry in XYZ format:
```
45
C13H21CuN6O4, DFT the ωB97M-V functional and the def2-TZVPD basis
Cu -1.17691 -0.59080 -0.38160
C -0.53838 0.64351 3.30934
C -1.48389 1.20136 2.31387
N -1.64605 0.78362 1.07034
C -2.62035 1.57417 0.50448
C -3.04873 2.48800 1.41969
N -2.31523 2.23331 2.55132
C -4.04451 3.59877 1.44646
O -4.70781 3.83264 0.33854
O -4.15073 4.24811 2.45446
C -3.04876 1.31207 -0.89208
O -3.92273 1.97768 -1.41975
O -2.41339 0.32653 -1.44579
H -0.03965 -0.22713 2.88953
H -1.06411 0.33896 4.21374
H 0.21636 1.37930 3.58740
H -2.42320 2.77600 3.39799
H -4.46723 3.19359 -0.38964
C 2.73868 1.41302 -2.42131
C 2.83399 0.07375 -1.69758
C 3.95654 0.11319 -0.66527
C 3.06531 -1.06739 -2.68202
N 1.60790 -0.23065 -0.90320
N 0.37413 -0.23584 -1.64821
H 3.67710 1.62559 -2.92905
H 2.55091 2.23058 -1.72224
H 1.96768 1.42900 -3.19325
H 4.90673 0.33292 -1.14745
H 4.04460 -0.84124 -0.14876
H 3.78002 0.89338 0.07685
H 4.03593 -0.95189 -3.16201
H 2.32715 -1.08241 -3.48647
H 3.04993 -2.02748 -2.16964
H 1.49531 0.51831 -0.22182
H 0.45068 -0.97486 -2.34517
H 0.23852 0.63384 -2.16629
N -1.00125 -4.44033 1.00071
C 0.31856 -4.14296 1.22477
C 0.48709 -2.86068 0.81256
N -0.71241 -2.38196 0.33908
C -1.58735 -3.35963 0.47189
H -1.45815 -5.31808 1.18733
H 1.00083 -4.85801 1.64154
H 1.37410 -2.25514 0.78804
H -2.62725 -3.32471 0.19869
```

=====

(3)
Formula: C3H6N2O3S
Source: the Open Molecules 2025 dataset
Level of theory: the ωB97M-V functional and the def2-TZVPD basis

Calculated values
Lowest unoccupied orbital energy (alpha / beta) ... 0.61 / -3.57 eV
Relative energy (zero: lowest compared OMol25 entry of this formula, charge and spin) ... 76.0 kJ/mol
Max |F| ... 3.68 eV Å⁻¹
DFT total energy ... -23159.2155 eV
HOMO level (alpha / beta) ... -8.84 / -11.14 eV
HOMO-LUMO gap (alpha / beta) ... 9.449 / 7.575 eV
Charge ... 0
2S+1 ... 3

The geometry in XYZ format:
```
15
C3H6N2O3S, DFT the ωB97M-V functional and the def2-TZVPD basis
C 3.17177 0.21582 -0.47718
C -2.33157 -0.61786 0.03962
C 2.09119 0.94165 -0.69514
N 4.14415 -0.34144 -0.25901
N -1.22235 0.20085 -0.37688
O 0.46962 -1.87905 -0.41713
O -0.04816 -0.64762 1.70055
O -1.11922 1.44469 0.33900
S 0.20614 -0.62763 0.27737
H -3.06782 -0.31719 -0.70022
H -1.93751 -1.64976 -0.04742
H -2.70642 -0.32677 1.04065
H 1.46935 0.69781 -1.47982
H 1.94092 1.91848 -0.18910
H -1.06010 0.98803 1.24470
```

=====

(4)
Formula: C4H6O
Source: the Open Molecules 2025 dataset
Level of theory: the ωB97M-V functional and the def2-TZVPD basis

Calculated values
Lowest unoccupied orbital energy (alpha / beta) ... -0.24 / -0.24 eV
Relative energy (zero: lowest compared OMol25 entry of this formula, charge and spin) ... 326.5 kJ/mol
Max |F| ... 1.30 eV Å⁻¹
DFT total energy ... -6288.5336 eV
HOMO level (alpha / beta) ... -9.21 / -9.22 eV
HOMO-LUMO gap (alpha / beta) ... 8.968 / 8.973 eV
Charge ... 0

The geometry in XYZ format:
```
11
C4H6O, DFT the ωB97M-V functional and the def2-TZVPD basis
O -0.80427 1.02855 -1.48040
C -0.02856 0.00754 -1.16936
C -1.00172 -0.39024 -0.10173
C -0.10860 -0.30450 1.08384
C 0.90249 0.30437 0.09035
H 0.36366 -0.65251 -1.94323
H -2.05947 -0.21873 -0.13917
H -0.43313 0.29451 1.93759
H 0.21529 -1.29316 1.44828
H 1.03591 1.37727 0.21527
H 1.84266 -0.23372 0.02665
```